A | 16
Properties=species:S:1:pos:R:3:lowdin_charge:R:1 method="wB97M-V/def2-TZVPD" gap_ev="7.88 / 7.88" total_charge=+1 lumo_ev="-5.06 / -5.06"
C -3.0613 0.8819 0.1715 0.060
C -2.4989 -0.3576 0.1874 -0.326
C 2.3777 0.3649 0.2612 0.013
C 0.0980 -0.0540 -0.7690 0.120
N 1.0680 -0.4104 0.2151 -0.028
O -1.2548 -0.7743 0.3871 -0.102
H -4.0790 0.8140 -0.1323 0.055
H -2.3799 1.7950 0.2390 0.091
H -3.2367 -1.1608 -0.1196 0.132
H 2.9987 -0.1583 -0.3952 0.063
H 2.2450 1.5416 -0.0348 0.168
H 2.9439 0.2917 1.2987 0.151
H -0.2160 0.9958 -0.8471 0.137
H 0.0844 -0.6294 -1.6186 0.104
H 0.5741 -0.4427 1.1221 0.184
H 1.4669 -1.3008 -0.0721 0.178


B | 16
Properties=species:S:1:pos:R:3:lowdin_charge:R:1 method="wB97M-V/def2-TZVPD" gap_ev=10.48 total_charge=+1 lumo_ev=-4.76
C 1.8926 0.6333 0.1910 -0.219
C -1.5065 1.1706 0.2387 0.128
C 2.9033 -0.2638 -0.3329 -0.063
C -2.6981 -0.7746 -0.1170 -0.058
N 0.6429 0.3566 0.1229 0.089
O -2.1301 0.3838 -0.5367 -0.032
H 2.1954 1.3968 0.9110 0.131
H -1.5432 1.0250 1.3119 0.138
H 2.5796 -0.4874 -1.3515 0.094
H 2.7914 -1.2874 0.2661 0.149
H 3.9417 -0.1298 -0.1309 0.074
H -2.0472 -1.4002 0.5647 0.130
H -2.9132 -1.4903 -1.0016 0.156
H -3.5116 -0.6080 0.4794 0.076
H -1.0740 2.0012 -0.2255 0.110
H 0.4770 -0.5258 -0.3897 0.097


C | 16
Properties=species:S:1:pos:R:3:lowdin_charge:R:1 method="wB97M-V/def2-TZVPD" gap_ev=9.23 total_charge=+1 lumo_ev=-5.16
C -1.0625 0.4551 1.2356 -0.012
C 0.3008 -0.1590 1.2737 -0.317
C 1.1658 -0.1584 2.2812 0.132
C 0.0940 -1.1133 -0.9478 0.181
N 0.6549 -1.0507 0.1867 0.089
H -1.0623 1.3530 0.6193 0.104
H -1.3361 0.6273 2.2705 0.100
H -1.7425 -0.2337 0.7266 0.088
H 2.2411 -0.2744 2.2424 0.093
H 0.8108 0.1718 3.2470 0.090
H 0.5446 -1.6984 -1.7349 0.129
H -0.6786 -0.4097 -1.2392 0.101
H 1.5060 -1.5740 0.3714 0.179
H -0.1955 0.8139 -3.9898 0.052
H -0.8591 2.0227 -3.4087 0.054
O -0.3812 1.2279 -3.1341 -0.064


Tell me which of them is the most stable. Sure, it is C.


A | 8
Properties=species:S:1:pos:R:3:lowdin_charge:R:1 method="wB97M-V/def2-TZVPD" gap_ev=9.63 smiles="O[P@@H](P)=S" lumo_ev=0.42
O -1.4156 -0.4253 -0.0256 -0.371
P 1.2573 -0.4676 0.9926 0.623
P -0.1395 0.1999 -0.7018 -0.089
S 0.1001 -0.5943 -2.3770 0.197
H -1.6459 -1.0783 -0.6508 -0.007
H 0.2666 -0.1271 1.7783 -0.220
H 1.8232 0.7040 1.4207 -0.178
H -0.2462 1.7887 -0.4363 0.044


B | 8
Properties=species:S:1:pos:R:3:lowdin_charge:R:1 method="wB97M-V/def2-TZVPD" gap_ev="7.70 / 7.70" lumo_ev="-1.27 / -1.28"
O 0.7810 1.7307 -0.5786 -0.394
P -1.2755 -0.7859 -0.5778 0.605
P 0.6802 0.2513 0.1843 -0.034
S 2.2787 -0.6244 -0.2382 0.179
H 1.6705 1.8818 -0.8782 0.007
H -1.9230 -0.3479 0.5105 -0.213
H -0.6136 -1.6473 0.2114 -0.220
H -0.1685 0.3627 2.2014 0.071


Tell me which of them is the most stable. Sure, it is A.


A | 48
Properties=species:S:1:pos:R:3:lowdin_charge:R:1 method="wB97M-V/def2-TZVPD" gap_ev=9.94 smiles="C=CCCC.O.O.O.O.O.O.O.O.O.O.O" lumo_ev=0.07
C -0.2595 0.3389 2.6366 -0.109
C 0.9010 0.0022 1.7184 -0.199
C 0.8275 0.6576 0.3106 -0.186
C 1.8503 1.7570 0.2404 -0.196
C 2.8803 1.8837 -0.5813 0.015
H -0.6028 1.3735 2.6130 0.092
H -1.1085 -0.3131 2.4209 0.017
H -0.0065 0.0879 3.6691 0.084
H 1.8809 0.2499 2.1284 0.114
H 0.9290 -1.0862 1.6201 0.067
H -0.1894 0.9737 0.0447 0.062
H 1.0116 -0.1086 -0.4518 0.099
H 1.9202 2.2065 1.2294 0.103
H 2.8883 1.3052 -1.4956 0.060
H 3.7232 2.4926 -0.2933 0.059
H 0.2762 2.8282 -1.8824 0.052
H 0.6679 4.0013 -1.3784 0.062
O -0.1224 3.4502 -1.2427 -0.071
H -0.2309 -0.6308 -3.0712 0.049
H -0.6753 -0.9315 -1.6526 0.030
O -1.0040 -0.5513 -2.4742 -0.091
H -1.2999 -1.3655 3.5752 -0.009
H -2.6687 -0.8215 3.9784 0.047
O -1.7902 -0.9851 4.3256 -0.082
H 1.6320 -3.8070 2.0869 0.070
H 0.5019 -2.8441 1.4750 0.009
O 1.3480 -3.3118 1.3157 -0.063
H -2.0831 1.8445 -4.0494 0.032
H -1.7162 0.9790 -2.7507 -0.026
O -1.9396 1.8578 -3.1010 -0.072
H 1.6401 -1.8257 -2.3422 0.009
H 1.8771 -1.7024 -3.8623 0.064
O 1.4515 -1.2622 -3.1179 -0.067
H 1.8655 -2.6244 -0.1678 -0.003
H 3.3252 -2.2572 -0.5109 0.061
O 2.4988 -2.5450 -0.9020 -0.059
H -1.0933 0.4913 -0.2922 -0.008
H -2.6419 -0.0564 -0.1237 0.097
O -1.7024 -0.1841 0.0164 -0.055
H -0.0487 4.2279 0.4311 -0.017
H 0.0911 3.9925 1.9668 0.013
O 0.1427 4.6552 1.2811 -0.063
H -2.1066 -2.7663 -1.3271 0.038
H -2.6306 -1.6962 -2.2172 0.010
O -2.8837 -2.2071 -1.4490 -0.057
H -1.2525 -1.3888 1.1054 0.036
H -1.7566 -2.5983 2.1085 0.096
O -1.0395 -2.0243 1.8273 -0.114


B | 48
Properties=species:S:1:pos:R:3:lowdin_charge:R:1 method="wB97M-V/def2-TZVPD" gap_ev=9.02 smiles="CC=C(C)C.O.O.O.O.O.O.O.O.O.O.O" lumo_ev=-0.04
C 0.3387 -3.4416 1.0233 -0.046
C -0.0067 -2.4052 2.1706 -0.274
C -0.4382 -2.7373 3.4166 -0.084
C -1.0805 -1.7509 4.3595 -0.063
C 0.0814 -1.0480 1.5900 -0.115
H 0.8600 -4.3373 1.3769 0.070
H 1.0248 -2.9400 0.3393 0.046
H -0.5523 -3.8265 0.5374 0.072
H -0.3865 -3.6307 3.8095 0.044
H -0.3064 -1.3518 5.1056 0.118
H -1.2869 -0.8218 3.8189 0.069
H -1.9648 -1.8969 4.6401 -0.016
H 0.8226 -0.3534 2.0284 0.102
H -0.8032 -0.4649 1.6951 0.012
H 0.3866 -0.9719 0.5398 0.066
H 3.5182 -0.3254 -2.6092 -0.013
H 2.6821 -0.3439 -3.6861 -0.003
O 3.1204 -0.9477 -3.1684 0.009
H 0.6560 2.3287 0.2932 -0.038
H 1.9366 1.6218 -0.1048 0.018
O 1.5546 2.5210 -0.1423 -0.120
H -0.8899 1.3073 1.0877 0.125
H -1.2841 2.4533 0.3935 0.085
O -0.5878 2.3565 1.1315 -0.092
H 4.2818 -1.3222 0.2934 0.121
H 3.4210 -1.2423 -0.7987 0.028
O 4.1651 -0.6585 -0.5112 -0.109
H 4.0126 1.5442 0.7120 0.029
H 3.2661 2.2076 1.7517 -0.028
O 3.5130 1.3849 1.5116 -0.021
H -0.0584 3.7452 -1.0212 0.001
H -1.1572 4.8729 -0.7965 0.037
O -0.7388 4.2902 -1.3686 0.008
H -3.4982 2.8687 -2.5658 0.062
H -2.3139 3.4916 -1.6782 -0.014
O -3.2520 3.1488 -1.6396 -0.115
H -0.5264 0.6431 -3.1199 0.058
H -0.6392 2.1904 -2.9109 0.017
O -1.1284 1.4468 -3.2332 -0.068
H -2.1273 -1.1159 -0.2063 0.040
H -3.4255 -0.8175 0.4150 0.122
O -2.4501 -0.4895 0.4767 -0.098
H -2.6453 0.1953 -1.8556 0.045
H -2.1557 -0.2531 -3.2525 0.065
O -2.7138 -0.5818 -2.4677 -0.109
H -1.1605 -1.4666 -2.5969 -0.092
H 0.2387 -1.6177 -2.0076 0.038
O -0.3022 -1.4577 -2.7761 0.009


Tell me which of them is the most stable. Sure, it is A.